A cluster of 2 separate species, C5H14NO2 in total. Source: the OMol25 dataset; level of theory: the ωB97M-V functional and the def2-TZVPD basis.

```
22
Properties=species:S:1:pos:R:3:forces:R:3
C -1.4909 -0.8242 -0.6543 1.8 0.2 0.1
N -0.3638 -0.1172 -1.3181 -0.2 -0.9 0.0
C -0.3244 1.3089 -1.0476 0.9 0.0 0.6
C -0.0005 1.8612 0.4084 0.0 -0.6 -1.0
C 0.4412 0.8639 1.5161 -0.6 -0.1 1.0
O 1.7530 0.4958 1.5156 -0.2 0.7 -0.7
C -1.0384 -2.1449 -0.0908 0.6 -2.2 2.0
H -1.7454 -0.1790 0.1942 -1.0 -0.3 -0.2
H -2.2693 -1.0805 -1.3649 -0.6 0.7 -0.1
H 0.4821 -0.6160 -1.0702 0.3 0.4 0.0
H 0.4417 1.7956 -1.6656 -0.5 -0.3 -0.5
H -1.3329 1.6212 -1.3201 0.1 0.6 -0.2
H 0.8667 2.5344 0.3894 -0.2 0.0 -0.4
H -0.8883 2.4817 0.5549 0.0 0.0 1.1
H 0.1189 1.3922 2.4560 0.3 0.0 0.0
H -0.2032 -0.0395 1.5463 -0.3 0.1 -0.3
H -0.4126 -2.8462 -0.6597 -0.3 0.6 -0.9
H -0.4477 -2.1426 0.8427 0.1 1.1 -0.3
H -1.8327 -2.8003 0.3025 -0.6 0.4 -0.6
H 2.2351 0.0275 -0.0021 -0.1 -0.3 0.5
H 3.3135 -0.9454 0.0652 0.4 -0.4 0.2
O 2.6979 -0.6466 -0.5980 -0.2 0.4 -0.6
```
Forces are in eV/Å.

Output
- Strongest force on any atom: 3.02 eV/A
- Energy relative to the best compared isomer or geometry (same formula, charge and spin): 121.2 kJ/mol
- LUMO energy: 3.9815 eV
- Gap between HOMO and LUMO: 7.0 eV
- Total charge: -1

A structure of composition C17H15ClN2O4. Source: the OMol25 dataset; level of theory: the ωB97M-V functional and the def2-TZVPD basis.

```
39
Properties=species:S:1:pos:R:3:forces:R:3
C 3.7215 -3.6421 0.6597 7.7 -2.0 -4.8
H 4.3648 -3.2505 -0.2774 0.5 -1.5 2.1
H 3.6272 -4.6847 0.5770 1.2 -1.9 0.7
H 4.1270 -3.2262 1.4957 0.7 0.9 2.6
O 2.6202 -3.2362 0.1995 -9.9 5.8 3.1
C 1.9349 -2.4776 1.3199 0.4 1.1 0.7
O 2.5157 -2.1173 2.4609 -3.3 -2.4 -7.0
C 0.4992 -2.1189 0.7928 4.2 0.5 3.9
C -0.2099 -2.4643 -0.2818 -3.0 5.0 4.1
N -1.4725 -1.8905 -0.3263 -1.7 -0.4 0.4
C -2.4535 -1.5694 0.7609 19.9 -0.6 0.8
O -3.5106 -1.4369 0.5520 -12.2 1.4 -0.5
N -1.3930 -1.2748 1.8178 -16.8 -0.8 3.7
H -2.2012 -0.8971 2.6833 4.3 -1.1 -2.6
C -0.1053 -1.1543 1.7919 6.2 0.7 3.1
C 0.2173 0.2733 1.6686 1.1 4.5 -4.3
C 1.2976 1.2518 2.0113 -9.5 -3.1 -6.4
C 1.0618 2.3307 1.2676 -3.8 1.0 -5.1
C -0.1444 2.1552 0.2105 7.6 -8.6 11.1
C -0.7801 2.8965 -0.5674 -4.0 5.4 -10.9
C -0.1456 3.9784 -1.3604 0.5 -3.7 6.2
C -0.9953 4.6711 -2.0552 -1.6 6.2 -7.0
C -2.2938 4.3439 -2.5426 1.5 1.4 1.4
C -2.7937 3.2068 -1.8273 -0.8 13.8 -7.6
C -2.1192 2.4063 -1.3192 12.9 -7.9 12.7
H -2.4774 1.7097 -0.6503 -1.1 -2.5 0.4
H -3.5438 2.9712 -2.2595 -10.6 -3.3 -4.2
H -2.8872 4.9170 -3.3732 1.4 -1.1 2.1
H -0.4232 5.6058 -2.5401 -1.7 -1.8 0.8
Cl 1.4368 4.6459 -0.8714 -0.9 -0.3 -0.6
O -0.6250 0.8261 0.4719 3.4 1.5 3.4
H 1.6634 3.1626 1.1566 0.9 1.6 0.2
H 1.8356 0.9974 2.7233 5.5 -1.7 6.3
H 0.3860 -1.3123 2.9055 -1.1 -0.5 -2.5
H -1.9634 -2.1448 -1.1307 -0.9 -0.4 -1.5
C 0.0710 -3.2141 -1.3487 10.9 -3.5 -0.4
H 1.2130 -2.7945 -1.9255 -3.3 -1.3 1.9
H 0.4554 -4.1465 -0.7549 -0.7 0.7 -2.2
H -0.5104 -3.2967 -2.1147 -4.0 -0.9 -4.0
```
Forces are in eV/Å.

Output
- Strongest force on any atom: 19.94 eV/A
- Energy relative to the best compared isomer or geometry (same formula, charge and spin): 124.4 kJ/mol
- LUMO energy: -1.0545 eV
- Gap between HOMO and LUMO: 5.7 eV

An isolated molecule of C5H9NO4. Source: the OMol25 dataset; level of theory: the ωB97M-V functional and the def2-TZVPD basis.

```
19
Properties=species:S:1:pos:R:3:forces:R:3
N -0.8862 1.0860 1.4083 -4.0 3.1 -3.0
C -1.0605 1.0383 -0.1260 1.9 -1.2 2.8
C 0.2970 1.3496 -0.9852 -1.1 -4.1 0.6
C 1.6939 0.9745 -0.3832 -0.7 1.4 1.9
C 2.0521 -0.4133 0.0790 0.6 -0.4 0.4
O 3.1825 -0.7712 0.2854 -0.5 0.4 -0.5
O 1.0162 -1.1668 0.5470 -1.0 -1.0 -0.5
C -1.7055 -0.3219 -0.3917 -0.6 -0.3 1.4
O -1.3378 -1.1671 -1.1531 0.0 -0.1 -0.5
O -2.8219 -0.6208 0.4722 0.9 -0.3 -3.1
H -1.7983 1.0184 1.8958 1.2 -0.1 -0.6
H -0.1816 0.6342 1.8234 3.0 -2.5 1.4
H -1.8471 1.7430 -0.2178 -0.4 1.0 -0.9
H 0.2946 2.3119 -1.3185 0.0 3.0 -0.2
H 0.1518 0.8030 -1.9355 0.1 -0.1 0.4
H 1.7613 1.5555 0.5882 -0.3 -0.7 -0.5
H 2.5766 1.4217 -0.8329 -0.3 -0.2 -0.9
H 0.5145 -1.7222 -0.1076 0.7 1.0 0.5
H -3.2415 -1.3231 -0.1222 0.5 0.9 1.6
```
Forces are in eV/Å.

Output
- SMILES string: N[C@@H](CCC(=O)O)C(=O)O
- Strongest force on any atom: 5.89 eV/A
- Energy relative to the best compared isomer or geometry (same formula, charge and spin): 201.8 kJ/mol
- LUMO energy: 0.5415 eV
- Gap between HOMO and LUMO: 10.0 eV

A structure of composition C40H40CsNP2. Source: the OMol25 dataset; level of theory: the ωB97M-V functional and the def2-TZVPD basis.

```
84
Properties=species:S:1:pos:R:3:forces:R:3
Cs -0.4180 -0.1067 -0.0933 -0.8 0.1 -1.1
C 3.0621 0.4809 0.3499 0.1 -0.2 0.0
P 2.6824 0.3564 -1.4718 0.1 0.3 0.0
C 3.2492 1.9676 -2.1510 0.0 0.0 0.1
C 3.2021 3.1484 -1.4111 0.0 -0.1 0.1
C 3.5592 4.3628 -1.9784 0.0 0.1 0.0
C 3.9539 4.4255 -3.3045 0.0 0.1 0.0
C 3.9886 3.2616 -4.0583 0.0 0.0 -0.1
C 3.6427 2.0491 -3.4869 0.0 -0.1 -0.1
C 4.0249 -0.7349 -2.0433 0.0 -0.1 0.0
C 5.3666 -0.3545 -2.0262 0.0 0.0 0.0
C 6.3545 -1.2377 -2.4226 0.0 0.0 0.0
C 6.0125 -2.5185 -2.8385 0.1 0.0 0.0
C 4.6846 -2.9092 -2.8584 0.0 0.0 0.0
C 3.6951 -2.0182 -2.4650 0.0 0.0 0.0
C 2.4453 -0.6762 1.0896 -0.2 0.1 0.1
C 2.7975 -2.0192 1.0368 0.1 0.0 -0.1
C 1.8440 -2.7006 1.8227 -0.1 -0.2 0.0
C 0.9696 -1.7323 2.3007 0.0 0.2 0.2
C -0.1694 -1.9142 3.2702 0.1 0.0 0.0
P -1.8845 -1.6917 2.5605 0.2 0.1 0.1
C -2.3255 -3.4185 2.1589 0.0 0.0 0.1
C -3.3798 -4.1012 2.7586 0.0 0.0 0.0
C -3.6839 -5.4025 2.3826 0.0 0.0 0.0
C -2.9331 -6.0392 1.4087 0.0 0.0 0.0
C -1.8767 -5.3670 0.8081 0.0 -0.1 0.0
C -1.5800 -4.0654 1.1720 0.1 0.0 0.0
C -2.8868 -1.3502 4.0445 0.0 -0.1 0.1
C -3.9764 -0.4945 3.9249 0.0 0.0 -0.1
C -4.7751 -0.1996 5.0198 0.0 0.0 0.0
C -4.4837 -0.7547 6.2545 0.0 0.0 0.1
C -3.3967 -1.6078 6.3914 0.0 0.0 0.0
C -2.6076 -1.9048 5.2942 0.1 0.0 -0.1
N 1.3292 -0.4923 1.8562 0.6 -0.1 0.7
H 2.6575 1.4106 0.7521 -0.1 0.0 0.0
H 4.1494 0.5131 0.4704 -0.1 0.1 0.0
H 2.9067 3.1327 -0.3701 0.0 0.0 0.0
H 3.5289 5.2616 -1.3761 0.0 0.0 0.0
H 4.2336 5.3707 -3.7507 0.0 0.0 0.0
H 4.2966 3.2949 -5.0957 0.0 0.0 0.0
H 3.6943 1.1497 -4.0894 0.0 0.0 0.0
H 5.6375 0.6432 -1.7027 0.0 0.0 0.0
H 7.3920 -0.9313 -2.4055 0.0 0.0 0.0
H 6.7866 -3.2097 -3.1462 0.0 0.0 0.0
H 4.4140 -3.9067 -3.1776 0.0 0.0 0.0
H 2.6561 -2.3248 -2.4725 0.0 0.0 0.0
H 3.6629 -2.4334 0.5414 0.0 -0.1 0.0
H 1.8172 -3.7557 2.0564 0.0 0.0 0.0
H -0.0875 -1.1817 4.0787 0.0 0.0 0.0
H -0.1182 -2.9100 3.7174 0.0 0.0 0.0
H -3.9706 -3.6146 3.5235 0.0 0.0 0.0
H -4.5084 -5.9161 2.8598 0.0 0.0 0.0
H -3.1670 -7.0546 1.1187 0.0 0.0 0.0
H -1.2791 -5.8592 0.0517 0.0 0.0 0.0
H -0.7348 -3.5679 0.7068 0.0 0.0 0.0
H -4.2034 -0.0515 2.9617 0.0 0.0 0.0
H -5.6197 0.4671 4.9095 0.0 0.0 0.0
H -5.1002 -0.5235 7.1128 0.0 0.0 0.0
H -3.1660 -2.0430 7.3543 0.0 0.0 0.0
H -1.7674 -2.5778 5.4076 0.0 0.0 0.0
C -1.4482 5.5275 -1.8735 0.0 0.1 0.0
C -0.6926 4.1974 -1.8731 0.1 0.0 0.1
C 0.1760 4.0890 -3.1180 0.0 0.0 -0.1
C -1.6678 3.0500 -1.6988 0.0 0.0 -0.1
C -1.9999 2.1927 -2.7414 0.1 0.1 0.0
C -2.9249 1.1709 -2.5673 0.0 0.0 0.0
C -3.5459 0.9732 -1.3456 -0.1 0.0 0.1
C -4.5135 -0.1513 -1.1270 -0.1 -0.2 0.0
C -3.2233 1.8362 -0.2986 0.0 -0.1 0.0
C -2.2965 2.8468 -0.4667 0.1 0.1 -0.1
H -0.7539 6.3658 -1.9340 0.0 0.0 0.0
H -2.0522 5.6524 -0.9753 0.0 0.0 0.0
H -2.1188 5.5821 -2.7331 0.0 0.0 0.0
H -0.0316 4.1903 -0.9959 0.0 0.0 -0.1
H -0.4218 4.1857 -4.0263 0.0 0.0 0.0
H 0.7236 3.1465 -3.1685 0.0 0.0 0.0
H 0.9125 4.8905 -3.1322 0.0 0.0 0.0
H -1.5298 2.3116 -3.7066 0.0 0.0 0.0
H -3.1579 0.5141 -3.3967 0.0 0.0 0.0
H -4.1517 -0.8400 -0.3582 0.0 0.0 0.0
H -4.6686 -0.7256 -2.0393 0.0 0.0 0.0
H -5.4857 0.2148 -0.7945 0.0 0.0 0.0
H -3.6824 1.6693 0.6685 0.0 0.1 0.1
H -2.0429 3.4877 0.3704 0.0 0.0 0.0
```
Forces are in eV/Å.

Output
- Strongest force on any atom: 1.35 eV/A
- LUMO energy: 0.1201 eV
- Gap between HOMO and LUMO: 6.6 eV